[1]
Formula: C29H18F9N7PRh
Source: the OMol25 dataset
Level of theory: ωB97M-V with the def2-TZVPD basis set

Energy above the lowest of the compared OMol25 structures with the same formula, charge and spin   7.1 kJ/mol
HOMO-LUMO gap (spin up / spin down)   8.643 / 5.278 eV
E   -77534.9820 eV
Multiplicity   5
Net charge   +2

Element x y z (Å)
Rh: -1.60 -0.03 1.17
N: -4.52 -1.65 -1.31
C: -4.17 -2.91 -0.87
C: -3.17 -2.74 0.03
N: -2.91 -1.38 0.15
C: -3.74 -0.76 -0.67
C: -3.69 0.70 -0.76
N: -2.80 1.35 -0.03
C: -2.97 2.69 -0.30
C: -3.97 2.83 -1.21
N: -4.42 1.55 -1.50
H: -5.23 -1.45 -1.99
H: -4.66 -3.79 -1.24
H: -2.63 -3.48 0.59
H: -2.37 3.45 0.16
H: -4.40 3.69 -1.68
H: -5.16 1.32 -2.14
N: -1.88 0.47 3.22
C: -2.26 0.52 4.31
N: -2.54 0.67 5.56
C: -3.45 0.37 6.36
N: -4.26 0.05 7.18
F: 4.60 5.35 0.56
C: 3.34 5.38 1.00
F: 2.68 6.31 0.29
F: 3.35 5.76 2.27
C: 2.67 4.03 0.82
C: 1.91 3.48 1.85
C: 1.29 2.26 1.65
C: 1.42 1.60 0.43
C: 2.19 2.15 -0.59
C: 2.81 3.37 -0.39
P: 0.64 -0.01 0.25
C: 0.43 -0.34 -1.50
C: -0.23 0.61 -2.29
C: -0.49 0.35 -3.62
C: -0.11 -0.87 -4.17
C: 0.54 -1.82 -3.40
C: 0.81 -1.56 -2.06
C: -0.38 -1.18 -5.62
F: -1.19 -0.27 -6.17
F: -0.96 -2.38 -5.75
F: 0.76 -1.20 -6.33
C: 1.67 -1.28 0.98
C: 3.05 -1.27 0.79
C: 3.83 -2.27 1.35
C: 3.23 -3.28 2.09
C: 1.86 -3.29 2.29
C: 1.08 -2.29 1.73
C: 4.10 -4.37 2.66
F: 4.47 -5.22 1.70
F: 5.21 -3.87 3.21
F: 3.46 -5.07 3.60
H: 1.82 4.00 2.79
H: 0.71 1.83 2.46
H: 2.30 1.65 -1.54
H: 3.41 3.81 -1.18
H: -0.53 1.56 -1.87
H: -0.98 1.09 -4.24
H: 0.84 -2.76 -3.83
H: 1.32 -2.31 -1.46
H: 3.53 -0.48 0.22
H: 4.90 -2.26 1.21
H: 1.41 -4.08 2.89
H: 0.01 -2.32 1.90

The computed natural (NBO) charges, all in e, follow:
1. Rh 1.04
2. N -0.47
3. C -0.04
4. C -0.06
5. N -0.54
6. C 0.33
7. C 0.31
8. N -0.53
9. C -0.07
10. C -0.04
11. N -0.47
12. H 0.45
13. H 0.26
14. H 0.25
15. H 0.25
16. H 0.26
17. H 0.45
18. N -0.48
19. C 0.59
20. N -0.39
21. C 0.46
22. N -0.07
23. F -0.30
24. C 0.97
25. F -0.31
26. F -0.31
27. C -0.08
28. C -0.20
29. C -0.12
30. C -0.42
31. C -0.18
32. C -0.17
33. P 1.02
34. C -0.38
35. C -0.22
36. C -0.14
37. C -0.11
38. C -0.16
39. C -0.19
40. C 0.97
41. F -0.31
42. F -0.31
43. F -0.30
44. C -0.31
45. C -0.20
46. C -0.15
47. C -0.08
48. C -0.17
49. C -0.21
50. C 0.97
51. F -0.31
52. F -0.30
53. F -0.31
54. H 0.25
55. H 0.21
56. H 0.24
57. H 0.25
58. H 0.23
59. H 0.24
60. H 0.25
61. H 0.24
62. H 0.24
63. H 0.25
64. H 0.25
65. H 0.20

=====

[2]
Formula: C23H22N5O5RbS4
Source: the OMol25 dataset
Level of theory: ωB97M-V with the def2-TZVPD basis set

HOMO-LUMO gap   3.798 eV
E   -85892.7871 eV
Multiplicity   1
Net charge   -2

Element x y z (Å)
Rb: -1.02 0.93 -1.41
C: 2.25 -4.32 0.02
N: 1.07 -3.54 0.08
C: 0.04 -3.86 1.06
C: 0.87 -2.33 -0.58
O: -0.27 -1.85 -0.56
C: 2.00 -1.52 -1.24
O: 1.51 -0.26 -1.64
C: 2.58 0.71 -1.91
C: 1.83 2.06 -2.19
O: 1.16 2.20 -3.24
N: 1.81 2.98 -1.22
C: 2.62 3.06 0.03
C: 1.11 4.27 -1.48
H: 2.07 -5.36 -0.22
H: 2.84 -4.34 0.94
H: 2.98 -4.00 -0.78
H: 0.30 -3.44 2.03
H: 0.15 -4.94 1.26
H: -0.87 -3.44 0.64
H: 2.30 -2.03 -2.21
H: 2.89 -1.51 -0.59
H: 3.07 0.46 -2.85
H: 3.32 0.76 -1.14
H: 3.33 3.86 -0.06
H: 3.11 2.10 0.28
H: 1.94 3.34 0.79
H: 0.95 4.32 -2.57
H: 1.85 5.08 -1.38
H: 0.27 4.33 -0.83
S: -1.02 -1.41 -4.27
C: -1.48 -2.77 -3.41
C: -0.72 -3.97 -3.57
C: -0.84 -5.12 -2.80
C: 0.05 -6.22 -2.81
N: 0.87 -7.07 -2.72
C: -1.87 -5.12 -1.84
C: -2.78 -4.05 -1.75
C: -2.52 -2.83 -2.42
S: -3.64 -1.59 -2.28
C: -2.08 -6.18 -0.88
N: -2.17 -6.96 0.01
H: -0.04 -3.93 -4.46
H: -3.58 -4.08 -1.00
O: 0.70 5.49 1.40
S: 0.23 4.36 2.15
O: 1.30 3.58 2.78
N: -0.60 3.36 1.12
C: -1.73 2.97 1.67
S: -2.96 1.96 0.88
C: -2.03 3.72 2.98
C: -3.15 3.52 3.86
C: -3.18 4.29 5.04
C: -2.25 5.31 5.28
C: -1.10 5.39 4.47
C: -0.98 4.56 3.41
H: -3.84 2.79 3.51
H: -4.06 4.21 5.74
H: -2.32 5.93 6.16
H: -0.28 6.13 4.72

The computed natural (NBO) charges, all in e, follow:
1. Rb 0.92
2. C -0.41
3. N -0.44
4. C -0.42
5. C 0.67
6. O -0.61
7. C -0.16
8. O -0.52
9. C -0.14
10. C 0.64
11. O -0.65
12. N -0.41
13. C -0.40
14. C -0.43
15. H 0.22
16. H 0.17
17. H 0.20
18. H 0.17
19. H 0.20
20. H 0.28
21. H 0.21
22. H 0.17
23. H 0.20
24. H 0.17
25. H 0.18
26. H 0.20
27. H 0.24
28. H 0.24
29. H 0.19
30. H 0.24
31. S -0.44
32. C -0.20
33. C -0.21
34. C -0.25
35. C 0.34
36. N -0.45
37. C -0.22
38. C -0.20
39. C -0.20
40. S -0.45
41. C 0.33
42. N -0.44
43. H 0.21
44. H 0.22
45. O -0.95
46. S 2.26
47. O -0.97
48. N -0.82
49. C 0.14
50. S -0.33
51. C -0.06
52. C -0.18
53. C -0.21
54. C -0.22
55. C -0.18
56. C -0.33
57. H 0.25
58. H 0.21
59. H 0.21
60. H 0.22

=====

[3]
Formula: C3H4N2O
Source: the OMol25 dataset
Level of theory: ωB97M-V with the def2-TZVPD basis set

Energy above the lowest of the compared OMol25 structures with the same formula, charge and spin   213.6 kJ/mol
HOMO-LUMO gap   10.576 eV
E   -8201.6713 eV
Multiplicity   1
Net charge   0

Element x y z (Å)
O: 1.18 0.40 1.51
C: 1.49 -0.40 0.67
N: 0.68 -0.75 -0.41
C: -0.53 -0.15 -0.56
N: -1.58 -0.13 -1.25
C: -1.42 0.85 -0.07
H: 2.44 -0.94 0.67
H: 0.99 -1.44 -1.08
H: -1.24 1.90 -0.30
H: -2.00 0.66 0.83

The computed natural (NBO) charges, all in e, follow:
1. O -0.54
2. C 0.54
3. N -0.63
4. C 0.36
5. N -0.36
6. C -0.28
7. H 0.12
8. H 0.42
9. H 0.18
10. H 0.19

=====

[4]
Formula: CH4ClO3P
Source: the OMol25 dataset
Level of theory: ωB97M-V with the def2-TZVPD basis set

Energy above the lowest of the compared OMol25 structures with the same formula, charge and spin   181.6 kJ/mol
HOMO-LUMO gap   9.383 eV
E   -29053.5050 eV
Multiplicity   1
Net charge   0

Element x y z (Å)
O: -0.36 1.37 -2.84
P: 0.28 2.22 -1.87
O: -1.05 2.49 -0.89
Cl: -1.21 3.58 0.42
C: 0.30 -1.97 0.81
O: 1.03 -0.77 1.02
H: 1.06 -2.69 0.50
H: -0.53 -1.91 0.12
H: -0.01 -2.28 1.95
H: 0.49 -0.03 0.79

The computed natural (NBO) charges, all in e, follow:
1. O -0.97
2. P 1.56
3. O -0.84
4. Cl 0.25
5. C -0.25
6. O -0.73
7. H 0.18
8. H 0.18
9. H 0.16
10. H 0.46

=====

[5]
Formula: C2H2N2O
Source: the OMol25 dataset
Level of theory: ωB97M-V with the def2-TZVPD basis set

Energy above the lowest of the compared OMol25 structures with the same formula, charge and spin   481.6 kJ/mol
HOMO-LUMO gap   11.516 eV
E   -7128.8523 eV
Multiplicity   1
Net charge   0

Element x y z (Å)
C: -1.54 1.20 0.19
C: -0.16 -1.65 0.21
N: -1.06 0.53 -0.60
N: 0.80 -1.03 0.16
O: 1.85 -0.23 0.00
H: -2.11 1.71 0.79
H: 2.22 -0.53 -0.76

The computed natural (NBO) charges, all in e, follow:
1. C 0.09
2. C 0.21
3. N -0.31
4. N -0.23
5. O -0.46
6. H 0.20
7. H 0.48

=====

[6]
Formula: C6H17NO
Source: the OMol25 dataset
Level of theory: ωB97M-V with the def2-TZVPD basis set

Energy above the lowest of the compared OMol25 structures with the same formula, charge and spin   120.5 kJ/mol
HOMO-LUMO gap   9.199 eV
E   -10034.3336 eV
Multiplicity   1
Net charge   0

Element x y z (Å)
C: 2.29 -0.10 1.22
C: 1.07 0.61 0.62
C: 0.77 0.23 -0.85
N: -0.45 -0.48 -1.17
C: -1.67 0.19 -0.80
C: -0.44 -1.89 -0.80
C: -0.63 -2.30 0.66
H: 2.72 -0.78 0.47
H: 2.17 -0.66 2.15
H: 3.15 0.56 1.34
H: 1.21 1.69 0.69
H: 0.19 0.47 1.22
H: 1.61 -0.32 -1.27
H: 0.88 1.15 -1.43
H: -1.94 0.23 0.25
H: -1.67 1.18 -1.28
H: -2.50 -0.30 -1.33
H: -1.25 -2.34 -1.38
H: 0.47 -2.35 -1.18
H: -0.12 -1.64 1.37
H: -0.14 -3.26 0.83
H: -1.65 -2.25 1.05
O: -0.73 3.21 0.71
H: -0.73 2.70 -0.11
H: -1.67 3.22 0.93

The computed natural (NBO) charges, all in e, follow:
1. C -0.62
2. C -0.45
3. C -0.22
4. N -0.44
5. C -0.42
6. C -0.22
7. C -0.65
8. H 0.20
9. H 0.21
10. H 0.21
11. H 0.22
12. H 0.21
13. H 0.20
14. H 0.19
15. H 0.17
16. H 0.19
17. H 0.20
18. H 0.19
19. H 0.20
20. H 0.21
21. H 0.22
22. H 0.21
23. O -0.93
24. H 0.47
25. H 0.47